No. 1
116
Properties=species:S:1:pos:R:3 method="wB97M-V/def2-TZVPD" total_charge=+1 homo_lumo_gap_ev=6.4 lumo_ev=-4.45
N 2.4053 -6.4305 -3.1098
C 2.2387 -4.9198 -2.9617
C 3.2628 -3.9286 -2.1402
C 2.9183 -2.3065 -2.0439
N 1.6801 -1.7225 -2.7522
C 0.7184 -2.6136 -3.5230
C -0.6552 -2.0043 -4.2575
O -0.5796 -1.0865 -5.2255
N -1.9723 -2.5850 -3.7071
C -2.2398 -1.9313 -2.3418
O -3.2767 -1.0755 -2.3056
F -1.4150 -2.1962 -1.1186
C 0.9174 -4.2488 -3.6626
H 1.6729 -6.7712 -3.8029
H 2.0710 -6.8287 -2.1920
H 4.1961 -4.4022 -1.6147
H 3.5879 -1.5459 -1.4450
H 1.4786 -0.6834 -2.7007
H -1.8211 -3.6092 -3.4598
H 0.1256 -4.8884 -4.2414
Br 1.1184 1.3457 -2.6505
C 1.5299 2.7564 -3.9332
C 2.1536 2.1900 -5.1875
Br 4.0259 1.7258 -4.8970
H 2.1692 3.4791 -3.4187
H 0.5681 3.2250 -4.1586
H 2.1674 2.9395 -5.9836
H 1.6539 1.2883 -5.5522
Br 0.7243 -9.5172 -1.8868
C 1.8125 -10.7183 -2.9722
C 3.2863 -10.4858 -2.7343
Br 3.9050 -8.8805 -3.6537
H 1.5118 -10.5687 -4.0128
H 1.5251 -11.7251 -2.6570
H 3.8787 -11.3014 -3.1581
H 3.5426 -10.3675 -1.6778
Br -4.1143 -2.2262 1.6347
C -4.3267 -0.5638 0.6366
C -4.8371 0.5461 1.5257
Br -6.7477 0.3534 1.8688
H -4.9857 -0.7809 -0.2085
H -3.3273 -0.3282 0.2609
H -4.7344 1.5154 1.0300
H -4.3404 0.5864 2.4991
Br -1.1526 3.7392 -6.3839
C -0.7411 5.1499 -7.6666
C -0.1175 4.5835 -8.9208
Br 1.7548 4.1193 -8.6304
H -0.1018 5.8726 -7.1521
H -1.7030 5.6185 -7.8919
H -0.1036 5.3329 -9.7170
H -0.6171 3.6817 -9.2855
Br 2.3917 4.9332 -0.8722
C 2.0362 4.4539 0.9848
C 1.0310 3.3296 1.0764
Br -0.7817 3.9759 0.7578
H 1.7144 5.3665 1.4940
H 3.0032 4.1404 1.3875
H 1.0099 2.9126 2.0870
H 1.2134 2.5241 0.3596
Br 6.2917 -5.2668 -0.7722
C 5.9362 -5.7461 1.0848
C 4.9310 -6.8704 1.1764
Br 3.1183 -6.2241 0.8578
H 5.6144 -4.8335 1.5940
H 6.9032 -6.0596 1.4875
H 4.9099 -7.2874 2.1870
H 5.1134 -7.6759 0.4596
Br -6.5526 -2.1685 7.7903
C -6.1411 -0.7578 6.5076
C -5.5175 -1.3242 5.2534
Br -3.6452 -1.7884 5.5438
H -5.5018 -0.0351 7.0221
H -7.1030 -0.2892 6.2823
H -5.5036 -0.5748 4.4573
H -6.0171 -2.2260 4.8887
Br -0.0719 -4.2019 4.0732
C -0.4406 -4.0376 5.9816
C 0.7682 -4.4137 6.8064
Br 0.9962 -6.3495 6.8824
H -1.3184 -4.6550 6.1913
H -0.6978 -2.9856 6.1318
H 0.6374 -4.1025 7.8464
H 1.7032 -3.9969 6.4219
Br 5.1091 6.1642 -5.4958
C 5.7193 6.5709 -7.3033
C 5.4037 5.4400 -8.2542
Br 6.6498 3.9568 -8.0252
H 6.7871 6.7968 -7.2364
H 5.1781 7.4771 -7.5887
H 5.5325 5.7610 -9.2915
H 4.3965 5.0334 -8.1269
Br -3.1406 1.8947 4.6439
C -3.3530 3.5571 3.6459
C -3.8634 4.6671 4.5350
Br -5.7740 4.4744 4.8781
H -4.0120 3.3400 2.8008
H -2.3536 3.7927 3.2702
H -3.7606 5.6363 4.0393
H -3.3666 4.7074 5.5083
Br -5.9426 8.4084 7.6360
C -7.8632 8.3165 7.3077
C -8.2046 7.1768 6.3765
Br -7.7761 7.6242 4.5268
H -8.1690 9.2948 6.9270
H -8.3124 8.1581 8.2919
H -9.2812 6.9854 6.3798
H -7.6746 6.2496 6.6117
Br 1.5300 2.6461 5.0513
C 3.3389 1.9176 5.0045
C 3.7910 1.6677 3.5846
Br 2.9783 0.0493 2.8597
H 3.3362 1.0167 5.6242
H 3.9640 2.6782 5.4800
H 4.8683 1.4842 3.5496
H 3.5435 2.4836 2.8998

***

No. 2
92
Properties=species:S:1:pos:R:3 method="wB97M-V/def2-TZVPD" total_charge=+2 homo_lumo_gap_ev=4.8 lumo_ev=-6.88
N 3.2263 2.4008 -9.3493
C 3.9114 1.4323 -8.7458
C 3.5262 0.8848 -7.5207
C 2.3724 1.3609 -6.8598
C 1.6842 2.4306 -7.4955
C 2.1239 2.8764 -8.7619
C 2.0047 0.7557 -5.5826
Ca 0.5369 -1.4919 -0.2445
P -4.9983 -2.8495 2.2242
C 0.8553 1.0911 -4.9513
C 0.5094 0.8317 -3.5857
C -0.8411 0.8392 -3.2215
C -1.2495 0.6453 -1.9127
C -0.2894 0.8261 -0.8613
C 1.1023 0.7463 -1.2378
C 1.4538 0.5772 -2.5719
Br -0.8311 -1.1701 1.9896
H 2.6958 -0.0023 -5.2036
H 0.1133 1.6052 -5.5611
H 4.1168 0.0566 -7.1234
H 0.7947 2.8778 -7.0476
H 4.8287 1.1007 -9.2695
H 1.5815 3.6633 -9.2863
H -1.5292 0.9945 -4.0666
H 2.4830 0.3836 -2.8655
H -2.3192 0.4526 -1.7248
H 1.9022 0.9250 -0.4874
P -0.4425 1.7513 0.7678
C -3.8072 -3.7249 1.1232
C -4.4723 -4.9792 0.5515
H -2.9109 -3.9816 1.7074
H -3.5138 -3.0475 0.3156
H -3.7362 -5.6314 0.0771
H -4.9744 -5.5595 1.3308
H -5.2163 -4.7405 -0.2108
C -5.4892 -1.4362 1.1605
C -6.8333 -0.8621 1.5991
H -5.5540 -1.8283 0.1354
H -4.7053 -0.6710 1.1962
H -7.2207 -0.1816 0.8374
H -7.5737 -1.6559 1.7501
H -6.7595 -0.2856 2.5282
C -3.9404 -1.9588 3.4426
C -3.7167 -2.7305 4.7368
H -4.3611 -0.9596 3.6370
H -2.9751 -1.8436 2.9183
H -2.9903 -2.2109 5.3686
H -4.6501 -2.8324 5.2982
H -3.3139 -3.7325 4.5561
C -0.2391 2.1995 2.6598
C 0.0380 3.6711 2.9453
H 0.5296 1.5556 3.1047
H -1.1796 1.9120 3.1493
H 1.0686 3.9434 2.6997
H -0.6331 4.3154 2.3692
H -0.1261 3.9469 3.9930
C -2.2609 1.8816 0.7245
C -2.8125 2.8102 -0.3495
H -2.5489 2.2166 1.7340
H -2.6142 0.8382 0.6238
H -2.2966 3.7857 -0.3364
H -2.7315 2.3843 -1.3520
H -3.8726 2.9901 -0.1334
C 0.1981 3.3529 0.0740
C 1.7109 3.4926 0.2488
H -0.3358 4.1902 0.5386
H -0.0754 3.3683 -0.9865
H 2.1681 3.7289 -0.7235
H 1.9736 4.3062 0.9350
H 2.2021 2.5842 0.6359
C 2.3959 -0.4698 4.4874
C 3.3771 -0.3973 3.3202
P 2.7462 -1.0171 1.6957
C 4.2376 -0.9836 0.6113
C 5.6133 -1.0269 1.2804
C 2.5968 -2.8525 1.9562
C 3.6552 -3.5613 2.8048
H 1.5571 0.2201 4.3447
H 2.9016 -0.1789 5.4199
H 1.9807 -1.4743 4.6386
H 3.6475 0.6579 3.1505
H 4.3196 -0.8957 3.5854
H 4.1541 -1.8279 -0.0980
H 4.1504 -0.0601 0.0125
H 5.8009 -1.9666 1.8140
H 6.3863 -0.9340 0.5066
H 5.7552 -0.1990 1.9913
H 1.5977 -3.0218 2.3908
H 2.5988 -3.3145 0.9491
H 3.8521 -3.0677 3.7692
H 3.2979 -4.5726 3.0389
H 4.6070 -3.6721 2.2735

***

No. 3
92
Properties=species:S:1:pos:R:3 method="wB97M-V/def2-TZVPD" total_charge=+2 homo_lumo_gap_ev="5.4 / 5.8" lumo_ev="-7.29 / -6.93"
N 3.1597 -3.2829 5.0174
C 2.6748 -2.0877 5.3484
C 1.4857 -1.5786 4.8018
C 0.8201 -2.3343 3.8032
C 1.3628 -3.5970 3.4583
C 2.5206 -4.0319 4.1240
C -0.4231 -1.8204 3.1956
Ca -1.4105 0.1188 2.3059
P -4.3857 0.5756 0.2459
C -0.9584 -2.1663 1.9318
C -0.3001 -2.0558 0.6270
C -0.8538 -2.7259 -0.5019
C -0.3733 -2.5596 -1.7743
C 0.5813 -1.5103 -2.0622
C 1.3120 -1.0504 -0.8981
C 0.8509 -1.2525 0.3901
Br -0.8007 0.3572 -2.6639
H -1.1428 -1.4174 3.9529
H -1.9210 -2.6999 1.9351
H 1.1144 -0.6072 5.1339
H 0.9023 -4.2461 2.7100
H 3.2254 -1.5098 6.0858
H 2.9376 -5.0208 3.9242
H -1.7002 -3.3974 -0.3223
H 1.3912 -0.8209 1.2461
H -0.8106 -3.1179 -2.6079
H 2.1887 -0.4209 -1.0488
P 1.5623 -1.4706 -3.6354
C -3.9056 0.4939 1.9947
C -4.9506 0.7767 3.0838
H -3.1541 1.3208 2.0989
H -3.5155 -0.5430 2.1591
H -4.4296 0.8793 4.0490
H -5.4878 1.7131 2.8863
H -5.6637 -0.0521 3.1762
C -3.6536 -0.8393 -0.6881
C -4.3504 -1.0818 -2.0326
H -3.7265 -1.7290 -0.0437
H -2.5934 -0.6142 -0.8996
H -4.1617 -2.1107 -2.3642
H -5.4308 -0.9342 -1.9568
H -3.9585 -0.4394 -2.8324
C -3.3989 1.9708 -0.4639
C -4.1874 2.7810 -1.5015
H -2.4763 1.5631 -0.9237
H -3.1339 2.6313 0.3933
H -3.4885 3.3240 -2.1496
H -4.8243 2.1657 -2.1473
H -4.8248 3.5246 -1.0021
C 2.2579 0.2052 -3.6727
C 2.2520 0.8282 -5.0619
H 3.2747 0.1625 -3.2600
H 1.6364 0.8022 -2.9909
H 3.0146 0.3853 -5.7164
H 1.2643 0.7129 -5.5298
H 2.4756 1.8968 -4.9813
C 0.5018 -1.9736 -5.0246
C 0.4405 -3.5081 -5.1770
H 0.9152 -1.5160 -5.9416
H -0.4924 -1.5380 -4.8572
H 1.2817 -3.8669 -5.7905
H 0.4804 -4.0280 -4.2022
H -0.4789 -3.8316 -5.6745
C 2.9751 -2.6133 -3.6375
C 4.2908 -2.1700 -2.9931
H 3.1577 -2.8379 -4.7032
H 2.6168 -3.5458 -3.1792
H 4.2251 -2.2106 -1.8976
H 5.0849 -2.8528 -3.3283
H 4.5981 -1.1585 -3.2869
C 0.5159 3.3604 -0.4195
C 1.3842 2.6950 0.6452
P 0.5266 2.1773 2.1702
C 1.8960 2.0306 3.4070
C 3.1183 2.9294 3.2568
C -0.3444 3.7068 2.7369
C 0.4684 4.9972 2.7833
H -0.1200 2.6248 -0.9313
H 1.1612 3.8036 -1.1908
H -0.1203 4.1595 -0.0138
H 1.8315 1.7812 0.2189
H 2.2137 3.3479 0.9459
H 1.4262 2.1898 4.3885
H 2.2026 0.9734 3.3788
H 2.8785 3.9946 3.1779
H 3.7447 2.8127 4.1462
H 3.7365 2.6534 2.3982
H -1.2279 3.8285 2.0871
H -0.7303 3.4723 3.7437
H 0.9809 5.2280 1.8389
H -0.2178 5.8296 2.9875
H 1.2093 4.9926 3.5924